Version A
Formula: C9H11NO2S
Source: the OMol25 dataset
Level of theory: wB97M-V/def2-TZVPD

```
24
Properties=species:S:1:pos:R:3:mulliken_charge:R:1
C -0.827 1.974 1.396 -1.023
C -1.952 1.808 2.109 -0.259
C -0.536 0.790 0.689 0.293
C -1.354 -0.270 0.825 0.411
C -0.097 0.809 -1.806 0.529
C -1.076 -1.500 0.077 -1.159
C 0.372 -1.340 -0.605 0.319
C 0.787 0.105 -0.779 0.164
C 1.389 -2.038 0.352 -1.622
N 2.042 0.687 -0.562 -0.505
O -1.097 0.397 -2.335 -0.574
O 0.209 2.101 -2.168 -0.565
S -2.724 0.194 1.850 -0.143
H -0.258 2.850 1.334 0.440
H -2.517 2.371 2.884 0.371
H -1.359 -2.446 0.574 0.479
H -1.714 -1.498 -0.774 0.395
H 0.174 -1.934 -1.569 0.427
H 2.349 -1.943 -0.132 0.462
H 1.083 -3.176 0.210 0.312
H 1.148 -1.748 1.360 0.410
H 0.992 2.593 -1.752 0.359
H 2.575 0.693 -1.462 0.264
H 2.390 0.520 0.283 0.215
```

Calculated values
* 2S+1: 1
* net charge: 0
* Kohn-Sham gap: 9.12 eV

Version B
Formula: C9H11NO2S
Source: the OMol25 dataset
Level of theory: wB97M-V/def2-TZVPD

```
24
Properties=species:S:1:pos:R:3:mulliken_charge:R:1
C 0.644 -1.267 -1.671 -1.795
C 0.007 -0.315 -0.636 1.228
C 0.847 0.991 -0.502 -1.478
C 0.221 1.971 0.600 -0.860
C -0.418 1.347 1.753 -0.574
C -0.615 0.100 1.998 -0.520
C -0.265 -1.055 0.647 0.669
S 0.867 -2.289 1.202 -0.273
C -1.650 -1.647 0.550 0.116
O -2.080 -2.631 1.172 -0.663
N -2.283 -0.879 -0.399 0.010
C -1.415 -0.079 -1.119 -0.006
O -1.707 0.456 -2.133 -0.579
H 0.399 -0.794 -2.694 0.359
H 0.204 -2.228 -1.441 0.463
H 1.653 -1.173 -1.482 0.528
H 0.801 1.464 -1.469 0.375
H 1.835 0.764 -0.300 0.598
H -0.418 2.703 0.299 0.519
H 1.063 2.653 1.005 0.408
H -0.879 1.995 2.416 0.465
H -0.895 -0.401 2.944 0.433
H -0.154 -3.261 1.578 0.227
H -3.295 -1.061 -0.721 0.351
```

Calculated values
* 2S+1: 1
* net charge: 0
* Kohn-Sham gap: 9.35 eV
* SMILES: C[C@]12CCC=C[C@@]1(S)C(=O)NC2=O

Version C
Formula: C9H11NO2S
Source: the OMol25 dataset
Level of theory: wB97M-V/def2-TZVPD

```
24
Properties=species:S:1:pos:R:3:mulliken_charge:R:1
C 1.904 1.402 -2.346 -1.668
C 0.595 1.502 -1.603 0.727
C 0.124 2.983 -1.614 -1.289
C 0.485 0.925 -0.189 0.388
N -0.055 -0.239 -0.021 -0.497
C -0.188 -0.709 1.215 0.536
C 0.405 -0.156 2.353 0.169
C 1.185 0.974 2.205 0.148
O 1.876 1.262 3.153 -0.604
O 1.093 1.595 0.916 -0.262
C 0.031 -0.821 3.617 -0.518
C -0.227 -2.232 3.180 -0.642
S -1.062 -2.190 1.591 -0.157
H 2.614 2.046 -2.020 0.435
H 2.365 0.377 -2.245 0.379
H 1.730 1.525 -3.441 0.390
H 0.000 0.983 -2.380 0.146
H 0.443 3.437 -2.581 0.370
H 0.482 3.628 -0.788 0.310
H -1.032 2.955 -1.521 0.305
H -0.900 -0.267 4.067 0.205
H 0.847 -0.802 4.270 0.341
H -0.731 -2.675 3.967 0.491
H 0.716 -2.803 2.917 0.298
```

Calculated values
* 2S+1: 1
* net charge: 0
* Kohn-Sham gap: 8.43 eV
* SMILES: CC(C)c1nc2c(c(=O)o1)CCS2

Least stable structure: version A

Version A
Formula: C22H42Cl2MnN5O4SSi4Te
Source: the OMol25 dataset
Level of theory: wB97M-V/def2-TZVPD

```
82
Properties=species:S:1:pos:R:3:mulliken_charge:R:1
Mn -0.449 -1.196 2.457 0.947
Cl -7.009 0.814 5.086 -0.272
C -5.670 0.034 4.276 0.255
C -5.855 -0.449 2.969 -0.621
C -4.825 -1.064 2.318 0.615
Cl -5.069 -1.672 0.715 -0.206
C -3.521 -1.234 2.903 -0.348
O -2.588 -1.802 2.270 -0.388
C -3.390 -0.738 4.241 1.121
C -2.178 -0.913 4.991 -0.299
O -1.113 -1.390 4.608 -0.524
C -4.469 -0.116 4.899 -1.062
H -6.812 -0.334 2.480 0.429
H -2.243 -0.584 6.046 0.231
H -4.328 0.244 5.912 0.330
C 4.767 -0.198 3.453 -1.344
C 3.394 0.357 3.402 1.029
N 3.058 1.542 2.996 -0.903
N 1.683 1.506 3.040 0.455
C 1.148 0.354 3.431 -0.822
S -1.154 0.889 1.148 -0.760
N 2.265 -0.363 3.713 0.539
N 2.208 -1.720 4.020 -0.614
H 5.471 0.574 3.154 0.344
H 4.838 -1.046 2.768 0.256
H 5.022 -0.548 4.455 0.362
H 1.162 2.262 2.628 0.291
H 2.610 -1.876 4.936 0.261
H 2.723 -2.233 3.295 0.083
N -0.618 -3.605 2.333 -0.449
C 0.341 -4.544 1.741 -1.078
C 1.103 -3.883 0.596 -0.330
C 1.905 -2.723 1.170 0.284
O 3.051 -2.952 1.605 -0.873
O 1.299 -1.612 1.262 0.718
H -0.888 -3.895 3.265 0.116
H -1.474 -3.541 1.790 0.249
H -0.149 -5.456 1.383 0.387
H 1.056 -4.838 2.512 0.341
H 0.392 -3.515 -0.149 0.103
H 1.775 -4.609 0.138 0.453
C -0.142 4.136 -3.728 -1.040
Si -0.529 3.244 -2.108 0.468
C 0.520 4.029 -0.761 -0.706
C -2.333 3.501 -1.669 -1.027
Si -0.097 0.943 -2.326 0.339
Te -1.746 -0.245 -0.881 -0.298
Si -0.804 0.259 -4.451 0.260
C -2.459 1.069 -4.845 -1.010
C 0.394 0.689 -5.841 -1.091
C -1.061 -1.605 -4.472 -1.028
Si 2.154 0.432 -1.948 0.148
C 2.721 0.954 -0.247 -0.052
C 3.211 1.374 -3.201 -1.058
C 2.410 -1.414 -2.165 -0.645
H -0.310 5.213 -3.624 0.370
H -0.772 3.776 -4.546 0.227
H 0.902 3.987 -4.016 0.261
H 0.230 5.073 -0.603 0.417
H 1.582 4.006 -1.014 0.268
H 0.369 3.473 0.167 -0.081
H -2.563 4.567 -1.571 0.343
H -2.547 3.009 -0.718 0.252
H -2.995 3.072 -2.425 0.262
H -2.362 2.154 -4.931 0.238
H -3.183 0.858 -4.055 0.262
H -2.859 0.691 -5.791 0.385
H 0.640 1.753 -5.848 0.323
H -0.053 0.436 -6.807 0.374
H 1.326 0.128 -5.748 0.274
H -1.801 -1.906 -3.727 0.299
H -0.135 -2.138 -4.248 0.240
H -1.415 -1.933 -5.454 0.341
H 2.719 2.039 -0.132 0.445
H 3.743 0.599 -0.080 0.402
H 2.077 0.501 0.504 -0.832
H 3.082 2.452 -3.075 0.244
H 2.971 1.126 -4.237 0.236
H 4.268 1.147 -3.033 0.377
H 1.701 -1.950 -1.535 -0.220
H 3.421 -1.706 -1.865 0.377
H 2.256 -1.722 -3.203 0.350
```

Calculated values
* 2S+1: 6
* net charge: -1
* Kohn-Sham gap (spin up / spin down): 6.36 / 6.51 eV
* ⟨S²⟩: 8.7542

Version B
Formula: C22H42Cl2MnN5O4SSi4Te
Source: the OMol25 dataset
Level of theory: wB97M-V/def2-TZVPD

```
82
Properties=species:S:1:pos:R:3:mulliken_charge:R:1
Mn 0.222 -0.932 -0.236 1.518
Cl -4.194 2.659 4.701 -0.264
C -3.471 1.868 3.326 0.117
C -3.832 2.280 2.035 -0.579
C -3.278 1.679 0.941 0.262
Cl -3.768 2.195 -0.642 -0.223
C -2.296 0.628 1.029 -0.501
O -1.778 0.119 -0.010 -0.233
C -1.997 0.223 2.370 0.802
C -1.138 -0.899 2.634 0.099
O -0.531 -1.579 1.804 -0.161
C -2.579 0.849 3.486 -1.045
H -4.555 3.074 1.906 0.439
H -1.048 -1.177 3.702 0.137
H -2.311 0.507 4.479 0.432
C -0.372 4.934 -3.107 -1.097
C 0.310 4.426 -1.894 0.999
N 1.080 5.116 -1.112 -0.897
N 1.448 4.214 -0.148 0.243
C 0.934 2.985 -0.318 0.030
S 1.189 1.641 0.641 -0.288
N 0.190 3.133 -1.456 0.593
N -0.565 2.171 -2.119 -0.963
H -0.032 5.947 -3.305 0.376
H -1.453 4.929 -2.963 0.216
H -0.155 4.292 -3.959 0.279
H 2.076 4.477 0.591 0.171
H -1.211 1.752 -1.451 0.075
H 0.055 1.400 -2.394 0.359
N -1.114 -2.586 -0.997 -0.247
C -0.783 -3.246 -2.268 -0.486
C -0.692 -2.244 -3.411 -0.676
C 0.468 -1.253 -3.269 0.363
O 1.385 -1.271 -4.072 -0.703
O 0.334 -0.419 -2.284 -0.787
H -1.265 -3.272 -0.263 0.292
H -1.963 -2.028 -1.068 0.267
H -1.527 -4.009 -2.524 0.397
H 0.176 -3.755 -2.135 0.101
H -1.626 -1.673 -3.456 0.316
H -0.575 -2.786 -4.349 0.348
C 6.043 -5.398 2.835 -1.053
Si 5.446 -3.913 1.829 0.555
C 6.163 -2.358 2.611 -1.027
C 6.146 -4.099 0.092 -1.071
Si 3.115 -3.723 1.728 -0.206
Te 2.782 -1.837 0.155 -0.722
Si 2.146 -5.631 0.788 0.207
C 2.769 -5.889 -0.965 -1.108
C 2.464 -7.214 1.772 -1.105
C 0.279 -5.344 0.725 -0.163
Si 2.282 -3.299 3.875 0.481
C 2.341 -1.448 4.191 -0.771
C 3.297 -4.177 5.206 -1.113
C 0.504 -3.889 4.091 -0.744
H 7.135 -5.458 2.799 0.378
H 5.646 -6.334 2.436 0.256
H 5.744 -5.330 3.882 0.266
H 7.255 -2.363 2.543 0.394
H 5.891 -2.286 3.667 0.253
H 5.787 -1.469 2.102 0.294
H 7.233 -3.978 0.105 0.369
H 5.721 -3.354 -0.582 0.283
H 5.924 -5.089 -0.312 0.258
H 3.817 -6.196 -0.972 0.283
H 2.690 -4.964 -1.542 0.264
H 2.186 -6.667 -1.466 0.399
H 3.530 -7.448 1.816 0.261
H 1.954 -8.066 1.312 0.389
H 2.099 -7.120 2.798 0.266
H 0.099 -4.281 0.541 -0.945
H -0.193 -5.602 1.675 0.425
H -0.196 -5.928 -0.067 0.545
H 3.361 -1.065 4.126 0.292
H 1.943 -1.206 5.181 0.351
H 1.753 -0.924 3.433 -0.042
H 4.321 -3.799 5.248 0.251
H 3.345 -5.253 5.023 0.291
H 2.842 -4.021 6.188 0.372
H -0.125 -3.535 3.274 -0.145
H 0.100 -3.518 5.038 0.413
H 0.455 -4.981 4.114 0.340
```

Calculated values
* 2S+1: 6
* net charge: -1
* Kohn-Sham gap (spin up / spin down): 6.33 / 6.38 eV
* ⟨S²⟩: 8.7546

Least stable structure: version A

Version A
Formula: C3H2N2
Source: the OMol25 dataset
Level of theory: wB97M-V/def2-TZVPD

```
7
Properties=species:S:1:pos:R:3:mulliken_charge:R:1
C 0.248 0.809 0.043 0.391
C -1.076 0.984 0.013 -0.353
C 1.282 0.015 -0.058 -0.594
N -1.733 -0.078 -0.055 0.550
N -2.234 -1.054 0.020 -0.480
H 1.498 -0.636 0.895 0.216
H 2.015 -0.040 -0.859 0.270
```

Calculated values
* 2S+1: 1
* net charge: 0
* Kohn-Sham gap: 8.52 eV

Version B
Formula: C3H2N2
Source: the OMol25 dataset
Level of theory: wB97M-V/def2-TZVPD

```
7
Properties=species:S:1:pos:R:3:mulliken_charge:R:1
C -0.790 -0.333 0.418 -0.391
C 1.415 -0.583 -0.694 -0.173
C -0.819 1.046 0.677 0.381
N -0.326 2.075 0.754 -0.409
N 0.315 -0.576 -0.214 -0.011
H -1.548 -1.011 0.814 0.346
H 1.753 -0.617 -1.755 0.258
```

Calculated values
* 2S+1: 1
* net charge: 0
* Kohn-Sham gap: 8.89 eV

Version C
Formula: C3H2N2
Source: the OMol25 dataset
Level of theory: wB97M-V/def2-TZVPD

```
7
Properties=species:S:1:pos:R:3:mulliken_charge:R:1
C 0.625 0.224 -0.526 -0.148
C -1.182 1.460 1.462 -0.122
C 0.408 -1.075 -0.386 -0.085
N -1.339 0.585 0.707 -0.064
N -0.692 -0.122 -0.478 -0.291
H 1.337 0.972 -0.345 0.353
H 0.843 -2.045 -0.433 0.358
```

Calculated values
* 2S+1: 1
* net charge: 0
* Kohn-Sham gap: 9.57 eV

Least stable structure: version C

Version A
Formula: C5H11N3O
Source: the OMol25 dataset
Level of theory: wB97M-V/def2-TZVPD

```
20
Properties=species:S:1:pos:R:3:mulliken_charge:R:1
H -0.718 -2.668 0.689 0.233
N -0.199 -1.800 0.732 -0.700
C -0.583 -0.692 0.241 0.396
N 0.114 0.347 -0.289 -0.326
N 1.532 0.443 0.337 -0.081
C 1.917 1.846 0.425 -0.958
C 2.449 -0.285 -0.539 -0.851
C -2.188 -0.418 -0.064 0.944
C -3.083 -1.406 0.024 -1.157
O -2.565 0.898 -0.225 -0.537
H -0.369 1.243 -0.264 0.366
H 2.921 1.943 0.857 0.325
H 1.238 2.393 1.088 0.318
H 1.912 2.349 -0.553 0.347
H 3.471 -0.241 -0.141 0.329
H 2.185 -1.346 -0.593 0.281
H 2.439 0.112 -1.563 0.328
H -2.801 -2.440 0.185 0.184
H -4.139 -1.232 -0.162 0.242
H -3.535 0.953 -0.187 0.317
```

Calculated values
* 2S+1: 1
* net charge: 0
* Kohn-Sham gap: 9.37 eV
* SMILES: [H]/N=C(/NN(C)C)C(=C)O

Version B
Formula: C5H11N3O
Source: the OMol25 dataset
Level of theory: wB97M-V/def2-TZVPD

```
20
Properties=species:S:1:pos:R:3:mulliken_charge:R:1
C -0.217 -1.654 2.335 -1.033
C -0.201 -1.477 0.773 0.726
C 1.122 -0.646 0.252 -0.519
C -0.875 -0.167 0.256 -0.659
C 0.399 1.968 -2.395 0.001
H -0.201 -0.567 2.996 0.246
H -1.119 -2.498 2.322 0.277
H 0.955 -2.004 2.584 0.250
H -1.897 -2.341 -0.102 0.434
H 2.116 -1.168 0.026 0.320
H 1.264 0.392 0.883 0.293
H -2.204 -0.069 0.233 0.293
H -0.738 0.579 1.145 0.231
H 0.031 2.303 -0.371 0.357
H 0.752 1.369 -3.537 0.256
H 0.410 3.806 -3.192 0.201
N 0.224 0.011 -0.832 -0.186
N 0.234 1.315 -1.203 -0.258
N 0.615 3.432 -2.216 -0.623
O -0.672 -2.583 0.044 -0.608
```

Calculated values
* 2S+1: 1
* net charge: 0
* Kohn-Sham gap: 8.51 eV

Least stable structure: version B

Version A
Formula: C5H11N3O
Source: the OMol25 dataset
Level of theory: wB97M-V/def2-TZVPD

```
20
Properties=species:S:1:pos:R:3:mulliken_charge:R:1
C -0.307 -0.865 0.844 0.791
C 1.588 1.670 -0.731 -0.434
C 1.601 -1.664 -0.289 -1.067
C -0.960 -0.210 2.022 -1.070
N 0.960 -0.899 0.755 -0.487
C -0.691 1.010 -1.257 -0.141
N -1.933 1.481 -1.242 -0.320
O -1.194 -1.537 0.071 -0.509
N 0.362 1.635 -1.071 -0.071
H -0.767 -1.816 -0.756 0.396
H -2.693 0.852 -1.438 0.234
H -2.167 2.440 -1.010 0.205
H 1.895 1.616 0.306 0.297
H 2.331 2.003 -1.444 0.280
H 1.546 -1.125 -1.246 0.349
H 2.652 -1.778 -0.013 0.282
H 1.175 -2.669 -0.427 0.384
H -1.591 -0.935 2.543 0.321
H -0.207 0.184 2.704 0.314
H -1.599 0.609 1.681 0.243
```

Calculated values
* 2S+1: 1
* net charge: 0
* Kohn-Sham gap (spin up / spin down): 8.37 / 8.37 eV

Version B
Formula: C5H11N3O
Source: the OMol25 dataset
Level of theory: wB97M-V/def2-TZVPD

```
20
Properties=species:S:1:pos:R:3:mulliken_charge:R:1
C 0.240 1.049 1.937 -0.955
C -0.098 1.369 -0.424 -0.154
O -1.100 1.772 -1.228 -0.476
N -0.388 0.617 0.684 0.006
H -1.875 1.211 -1.072 0.411
H 0.713 2.096 -0.401 0.420
H -0.224 1.990 2.237 0.343
H 1.320 1.195 1.851 0.336
H 0.069 0.285 2.689 0.327
C -1.303 -1.451 -0.420 -1.473
C -0.069 -0.810 0.202 0.777
C 0.767 -0.136 -1.473 0.002
N 0.658 -1.471 1.056 -0.766
N 2.003 -0.354 -1.567 -0.728
H 1.478 -1.934 0.677 0.252
H 2.427 -0.466 -0.638 0.283
H 0.187 -0.085 -2.400 0.387
H -1.036 -2.449 -0.769 0.351
H -2.079 -1.522 0.342 0.312
H -1.689 -0.907 -1.283 0.342
```

Calculated values
* 2S+1: 1
* net charge: 0
* Kohn-Sham gap (spin up / spin down): 7.44 / 7.45 eV

Version C
Formula: C5H11N3O
Source: the OMol25 dataset
Level of theory: wB97M-V/def2-TZVPD

```
20
Properties=species:S:1:pos:R:3:mulliken_charge:R:1
H -1.032 0.543 2.338 0.283
N -1.511 1.326 1.885 -0.819
C -1.161 1.456 0.664 0.474
N -1.655 2.467 -0.097 -0.486
C 0.127 0.496 -0.042 0.234
C 1.298 1.254 -0.519 -1.218
C -0.536 -0.583 -0.267 0.366
O -1.621 -1.246 0.150 -0.547
N 0.496 -1.689 -1.007 -0.443
C 1.470 -2.380 -0.196 -0.709
H -1.721 2.307 -1.091 0.231
H -2.438 2.962 0.316 0.282
H 1.412 2.212 -0.003 0.345
H 1.226 1.459 -1.590 0.260
H 2.203 0.676 -0.315 0.322
H -1.661 -1.218 1.131 0.370
H -0.138 -2.364 -1.436 0.279
H 1.810 -3.306 -0.679 0.352
H 2.342 -1.732 -0.058 0.187
H 1.088 -2.639 0.815 0.239
```

Calculated values
* 2S+1: 1
* net charge: 0
* Kohn-Sham gap: 9.23 eV
* SMILES: [H]/N=C(N)\C(C)=C(/O)NC

Least stable structure: version B